Below is 2 unconnected molecules or ions with the total composition C4H3ClF2 in a non-equilibrium geometry, with properties calculated with ωB97M-V/def2-TZVPD.

## Properties
- Energy above the lowest of the compared OMol25 structures with the same formula, charge and spin: 119.2 kcal per mole
- Maximum force: 3.616 eV Å⁻¹
- Gap between HOMO and LUMO (alpha / beta): 7.21 / 7.21 eV
- LUMO (alpha / beta): -1.42 / -1.42 eV

The geometry in ORCA input format:
```
! RIJCOSX wB97M-V def2-TZVPD def2/J DEFGRID3
* xyz 0 1
C -1.987 -0.640 0.302
C -0.705 -0.285 0.616
C 0.278 -0.171 -0.396
C 2.173 1.589 -0.302
F 2.721 1.068 0.814
F 2.835 1.041 -1.341
Cl 0.367 -1.313 -1.658
H -2.711 -0.127 0.860
H -2.386 -1.197 -0.483
H -0.584 0.035 1.588
*
```

=====

Below is a gas-phase ion, C4H3ClNS (charge +1) in a non-equilibrium geometry, with properties calculated with ωB97M-V/def2-TZVPD.

## Properties
- Energy above the lowest of the compared OMol25 structures with the same formula, charge and spin: 48.2 kcal per mole
- Maximum force: 4.114 eV Å⁻¹
- Gap between HOMO and LUMO (alpha / beta): 6.84 / 6.85 eV
- LUMO (alpha / beta): -7.53 / -7.53 eV

The geometry in ORCA input format:
```
! RIJCOSX wB97M-V def2-TZVPD def2/J DEFGRID3
* xyz 1 1
C 0.342 -0.874 -1.063
C 1.090 0.095 -0.382
C -1.376 -0.589 0.394
C -1.839 -0.309 1.470
N -0.918 -0.971 -0.711
S 2.271 1.149 -0.832
Cl 1.842 2.590 0.425
H 0.804 -1.319 -1.996
H 0.336 0.529 0.440
H -2.551 -0.300 2.256
*
```

=====

Below is C4H3ClO in the gas phase in a non-equilibrium geometry, with properties calculated with ωB97M-V/def2-TZVPD.

## Properties
- Energy above the lowest of the compared OMol25 structures with the same formula, charge and spin: 0.0 kcal per mole
- Maximum force: 1.148 eV Å⁻¹
- Gap between HOMO and LUMO: 9.79 eV
- LUMO: 0.97 eV

The geometry in ORCA input format:
```
! RIJCOSX wB97M-V def2-TZVPD def2/J DEFGRID3
* xyz 0 1
Cl -2.845 -0.219 -0.002
C -1.138 -0.104 0.001
C -0.303 0.953 -0.005
C 1.008 0.398 -0.002
C 0.859 -0.945 -0.006
O -0.466 -1.270 -0.004
H -0.574 2.020 0.000
H 1.927 0.944 0.003
H 1.533 -1.778 0.015
*
```

=====

Below is C4H3ClO in the gas phase in a non-equilibrium geometry, with properties calculated with ωB97M-V/def2-TZVPD.

## Properties
- Energy above the lowest of the compared OMol25 structures with the same formula, charge and spin: 51.5 kcal per mole
- Maximum force: 4.124 eV Å⁻¹
- Gap between HOMO and LUMO: 9.99 eV
- LUMO: -0.13 eV

The geometry in ORCA input format:
```
! RIJCOSX wB97M-V def2-TZVPD def2/J DEFGRID3
* xyz 0 1
O 1.874 1.660 -0.077
C 1.603 0.531 0.035
Cl 2.570 -0.979 0.027
C 0.144 0.101 0.032
C -0.613 -0.971 0.238
C -1.347 0.351 -0.108
H -0.552 -2.072 0.273
H -1.795 0.524 -1.053
H -1.883 0.854 0.633
*
```

=====

Below is C4H3ClS in the gas phase in a non-equilibrium geometry, with properties calculated with ωB97M-V/def2-TZVPD.

## Properties
- Energy above the lowest of the compared OMol25 structures with the same formula, charge and spin: 0.0 kcal per mole
- Maximum force: 1.366 eV Å⁻¹
- Gap between HOMO and LUMO: 8.01 eV
- LUMO: -1.22 eV

The geometry in ORCA input format:
```
! RIJCOSX wB97M-V def2-TZVPD def2/J DEFGRID3
* xyz 0 1
C 0.485 2.213 -0.289
C 0.592 1.002 -0.234
C 0.619 -0.430 -0.103
S 1.949 -1.267 -0.536
C -0.655 -1.142 0.371
Cl -2.109 -0.633 -0.601
H 0.514 3.281 -0.387
H -0.782 -0.792 1.409
H -0.614 -2.233 0.371
*
```

=====

Below is a molecular structure, C4H3CuLiO4 in a non-equilibrium geometry, with properties calculated with ωB97M-V/def2-TZVPD.

## Properties
- Maximum force: 2.060 eV Å⁻¹
- <S²>: 0.7597
- Gap between HOMO and LUMO (alpha / beta): 3.47 / 5.35 eV
- LUMO (alpha / beta): -1.51 / -1.52 eV

The geometry in ORCA input format:
```
! RIJCOSX wB97M-V def2-TZVPD def2/J DEFGRID3
* xyz 0 2
O -3.040 0.489 -1.108
O -3.125 -1.516 -0.381
C -4.371 0.487 -0.507
C -4.472 -0.963 -0.137
C -2.343 -0.591 -0.888
H 1.244 1.543 1.138
H -4.711 -1.154 0.925
H -5.175 -1.554 -0.752
O 3.234 1.042 1.076
C 2.048 0.871 0.724
O 1.697 -0.082 -0.036
Li 3.673 -0.502 -0.063
Cu -0.054 -0.830 -0.845
*
```

=====

Below is a molecular structure, C4H3EuLiO2 in a non-equilibrium geometry, with properties calculated with ωB97M-V/def2-TZVPD.

## Properties
- Energy above the lowest of the compared OMol25 structures with the same formula, charge and spin: 82.3 kcal per mole
- Maximum force: 6.495 eV Å⁻¹
- <S²>: 20.0075
- Gap between HOMO and LUMO (alpha / beta): 5.88 / 5.51 eV
- LUMO (alpha / beta): -4.27 / -4.82 eV

The geometry in ORCA input format:
```
! RIJCOSX wB97M-V def2-TZVPD def2/J DEFGRID3
* xyz 1 9
Eu 2.285 0.301 2.182
O -0.088 0.169 0.228
C -0.404 -1.141 -0.255
H 0.053 -1.594 -1.149
H -0.287 -1.891 0.544
C -3.108 -1.160 -0.169
C -1.856 -0.928 -0.568
C -2.307 0.342 -0.038
O -2.775 1.449 -0.164
Li 0.799 1.324 -0.927
H -3.772 -1.919 0.241
*
```

=====

Below is C4H3F3O3S in the gas phase in a non-equilibrium geometry, with properties calculated with ωB97M-V/def2-TZVPD.

## Properties
- Energy above the lowest of the compared OMol25 structures with the same formula, charge and spin: 63.0 kcal per mole
- Maximum force: 8.364 eV Å⁻¹
- Gap between HOMO and LUMO: 9.93 eV
- LUMO: -0.87 eV

The geometry in ORCA input format:
```
! RIJCOSX wB97M-V def2-TZVPD def2/J DEFGRID3
* xyz 0 1
C 0.134 -3.727 0.662
C 0.221 -2.655 0.108
C 0.543 -1.363 -0.534
O 0.065 -0.314 0.411
S -0.027 1.209 -0.433
O -0.812 1.081 -1.666
O 1.363 1.525 -0.915
C -0.678 2.589 0.633
F -0.650 3.813 -0.020
F -1.955 2.455 0.999
F 0.093 2.722 1.753
H 0.096 -4.649 1.233
H 1.600 -1.370 -0.721
H 0.007 -1.315 -1.510
*
```

=====

Calculated calculated total energy, -22147.3721; -29031.7455; -18765.6478; -18763.4167; -27551.6091; -57226.9193; -27812.3274; -29321.9647 eV (same order as the records).